{"formula": "C2F3NO2", "method": "ωB97M-V/def2-TZVPD", "de_lowest_kcal_mol": 48.3, "total_charge": 0, "homo_ev": -10.46, "total_energy_ev": -15806.9259, "smiles": "[O-][N+]#CF.O=C(F)F", "spin_multiplicity": 1, "orbital_gap_ev": 10.1862, "elements": ["C", "N", "C", "O", "O", "F", "F", "F"], "positions_angstrom": [[1.3413, 0.8769, 1.4605], [0.6077, 0.0085, 1.2934], [-0.9212, -0.5284, -1.2168], [-0.3259, -0.6758, 1.2984], [0.0943, -1.0168, -1.5584], [-2.1043, -0.9721, -1.5824], [-1.0520, 0.7129, -0.7683], [2.3601, 1.5947, 1.0737]]}